(1)
The following is a quantum chemistry calculation of C37H27F9NO3Pd as an isolated structure, from the OMol25 dataset.

```
78
Properties=species:S:1:pos:R:3:forces:R:3
Pd 1.274720 0.071035 -0.624093 0.2 0.1 0.3
O 0.207305 -1.521462 0.291464 -0.3 -0.1 -0.4
C 0.347726 -1.904421 1.594645 -0.1 -0.4 0.6
C 1.252334 -0.943184 2.394896 -0.1 0.2 -0.2
C 0.757457 0.482004 2.408467 0.1 0.0 0.0
C 0.355024 1.132253 3.562964 0.0 0.0 0.1
C -0.128495 2.426848 3.479617 0.0 0.0 0.1
C -0.217213 3.044409 2.244451 0.0 0.1 0.1
C 0.223703 2.361552 1.127432 0.1 0.0 0.1
C 0.137417 2.927079 -0.258070 -0.1 -0.2 0.1
C -0.936667 2.175295 -1.068398 -0.2 0.4 0.0
O -0.613268 0.842488 -1.249455 -0.1 -0.1 -0.1
C -0.934480 2.584356 -2.558089 0.0 -0.3 0.1
C 0.007847 3.464733 -3.084783 0.0 0.0 -0.2
C -0.052895 3.794420 -4.428955 0.0 0.0 0.0
C -1.008212 3.210604 -5.253611 0.0 0.0 0.0
C -1.923089 2.301188 -4.733336 0.0 0.0 0.0
C -1.880892 1.975903 -3.390370 0.0 0.1 0.0
C -2.297293 2.311655 -0.400202 0.0 -0.2 0.0
C -2.762653 1.295969 0.431422 0.0 0.0 -0.1
C -3.964692 1.450207 1.110126 0.0 0.0 0.0
C -4.697740 2.619534 0.963588 0.0 0.0 0.0
C -4.232506 3.630600 0.131688 0.0 0.0 0.0
C -3.036063 3.476442 -0.554330 0.0 0.1 0.0
N 0.722110 1.119884 1.229494 -0.1 -0.1 -0.2
C 1.026955 -3.310582 1.555829 0.0 0.2 -0.3
C 1.752306 -3.700339 0.430674 0.0 0.1 0.2
C 2.410227 -4.923321 0.434708 0.0 0.0 0.0
C 2.348319 -5.741193 1.551589 0.0 0.0 0.0
C 1.620905 -5.341705 2.666683 0.0 -0.1 0.0
C 0.946162 -4.131069 2.669408 0.0 -0.1 0.1
C -1.102253 -2.067537 2.142636 0.2 0.2 -0.2
C -2.076499 -2.616167 1.313316 0.0 0.0 0.0
C -3.375937 -2.756900 1.772802 0.0 0.0 0.0
C -3.709972 -2.353935 3.062885 0.0 0.0 -0.1
C -2.734342 -1.825821 3.890595 0.1 0.0 0.1
C -1.428435 -1.676761 3.431048 -0.1 -0.1 0.1
H 1.385448 -1.319230 3.405359 0.0 0.0 0.0
H 2.229055 -0.977586 1.909065 0.1 0.0 0.1
H 0.423711 0.631053 4.518398 0.0 0.0 0.0
H -0.444624 2.949266 4.375637 0.0 0.0 -0.1
H -0.618472 4.043585 2.144872 0.0 0.0 0.0
H -0.109639 3.985154 -0.228496 0.0 0.1 0.0
H 1.100844 2.808641 -0.750026 0.2 0.0 0.0
H 0.766172 3.924619 -2.465827 0.0 0.0 0.0
H 0.653820 4.508481 -4.832112 0.0 0.0 0.0
H -1.030706 3.457631 -6.307557 0.0 0.0 0.0
H -2.663875 1.841242 -5.374371 0.0 0.0 0.0
H -2.584486 1.265158 -2.974068 0.0 0.0 0.0
H -2.189325 0.380383 0.542322 -0.1 0.0 0.0
H -4.323857 0.652976 1.750999 0.0 0.0 0.0
H -5.635846 2.741694 1.490476 0.0 0.0 0.0
H -4.809015 4.539086 0.007418 0.0 0.0 0.0
H -2.686745 4.260242 -1.219982 0.0 0.0 0.0
H 1.813211 -3.056159 -0.438374 0.0 0.0 0.0
H 2.975253 -5.226982 -0.438356 0.0 0.0 0.0
H 2.864011 -6.692863 1.555364 0.0 0.0 0.0
H 1.566219 -5.981562 3.538322 0.0 0.0 0.0
H 0.355956 -3.842211 3.531870 0.0 0.0 0.0
H -1.813997 -2.937841 0.312789 0.0 0.0 0.0
H -4.127927 -3.188663 1.123302 0.0 0.0 0.0
H -4.725141 -2.464709 3.422860 0.0 0.0 0.0
H -2.978651 -1.529054 4.904539 0.0 0.0 -0.1
H -0.678280 -1.284887 4.102636 0.0 0.0 0.0
F 5.519422 -0.678871 -1.353818 0.1 0.0 -0.1
C 4.262579 -1.086506 -1.291988 -0.1 0.1 0.1
F 4.235997 -2.403969 -1.148946 0.1 0.0 -0.1
F 3.753722 -0.578689 -0.113423 -0.1 0.0 -0.2
C 3.362099 -0.627302 -2.493563 0.0 0.0 0.0
O 2.054762 -0.925225 -2.249045 0.3 0.2 0.2
C 3.820632 -1.382121 -3.781125 -0.2 0.0 0.1
F 3.592081 -2.687216 -3.659165 0.0 0.0 0.0
F 3.135535 -0.944455 -4.836199 0.1 0.0 0.0
F 5.124500 -1.201210 -4.015614 0.0 0.0 0.0
C 3.530327 0.913092 -2.724139 -0.1 -0.1 0.1
F 4.746959 1.311721 -3.047092 0.0 0.0 0.0
F 2.669629 1.354000 -3.630792 0.0 0.0 0.0
F 3.201718 1.565222 -1.550886 -0.1 -0.1 -0.1
```
Forces are in eV/Å.

Results
- frontier orbital gap (alpha / beta) (eV) = 9.14 / 5.88
- spin multiplicity = 5
- LUMO level (alpha / beta) (eV) = -2.717 / -5.907
- net charge = +1

Atom charges from the Mulliken analysis, given in e for atoms 1 to 5: number 1, Pd, carries 1.39; number 2, O, carries -0.49; number 3, C, carries 3.04; number 4, C, carries -2.30; number 5, C, carries 0.58


(2)
The following is a quantum chemistry calculation of a 2-piece molecular cluster, C3H5Cl overall in a non-equilibrium geometry, from the OMol25 dataset.

```
9
Properties=species:S:1:pos:R:3:forces:R:3
C 0.402150 0.740102 0.355639 0.2 0.5 -0.9
C -0.302397 1.712175 0.377447 0.6 -0.9 0.5
C 1.314726 -0.381007 0.319599 1.7 -2.0 0.7
Cl -2.948656 -0.204479 -0.121747 -0.3 0.0 0.0
H -3.371875 0.617790 0.766256 0.1 -0.1 -0.1
H -0.981684 2.436396 0.694409 -0.6 0.8 -0.1
H 0.794618 -1.234504 0.938568 1.2 1.3 -1.5
H 1.761722 -0.771907 -0.723080 -1.6 1.0 2.2
H 2.252873 -0.077530 0.919654 -1.4 -0.6 -0.8
```
Forces are in eV/Å.

Results
- SMILES = C#CC.Cl
- frontier orbital gap (eV) = 10.62
- LUMO level (eV) = 0.874
- relative energy (zero: lowest compared OMol25 entry of this formula, charge and spin) (kcal per mole) = 40.9

Atom charges from the natural (NBO) analysis, given in e for atoms 1 to 5: number 1, C, carries 0.00; number 2, C, carries -0.26; number 3, C, carries -0.71; number 4, Cl, carries -0.26; number 5, H, carries 0.26


(3)
The following is a quantum chemistry calculation of C6H8N2 as an isolated structure in a non-equilibrium geometry, from the OMol25 dataset.

```
16
Properties=species:S:1:pos:R:3:forces:R:3
C -0.268023 2.151764 1.347138 0.0 0.4 0.4
C 0.374389 -0.210394 1.116046 0.6 -2.1 0.3
C 0.391127 -1.128540 0.021864 -0.9 6.5 1.9
C 0.335596 -2.299784 -0.729512 3.4 -3.2 -4.7
C -0.172309 -0.436661 -1.125210 -1.1 3.2 5.2
C -0.797739 0.702428 -0.574385 0.3 2.8 -4.0
H -0.922970 1.801712 2.652254 2.0 1.9 -4.0
H -0.943403 2.964096 0.293490 2.1 -1.8 4.2
H 1.269034 2.454411 1.568039 -4.7 -0.5 -0.6
H 0.852576 -0.256279 2.177865 -1.2 0.2 -2.2
H -0.349308 -3.085181 -0.404220 0.3 -0.1 -0.4
H 1.452093 -2.621349 -1.077302 -2.7 -0.2 0.9
H 0.505812 -1.245335 -2.912381 -2.6 -1.1 3.2
H -1.120730 1.748201 -0.973773 0.1 -2.4 -0.1
N -0.330663 0.891989 0.651688 1.9 -0.7 3.2
N -0.275481 -1.431078 -2.031599 2.7 -2.9 -3.1
```
Forces are in eV/Å.

Results
- frontier orbital gap (eV) = 7.82
- LUMO level (eV) = 0.150
- relative energy (zero: lowest compared OMol25 entry of this formula, charge and spin) (kcal per mole) = 227.7

Atom charges from the natural (NBO) analysis, given in e for atoms 1 to 5: number 1, C, carries -0.41; number 2, C, carries -0.07; number 3, C, carries -0.18; number 4, C, carries -0.18; number 5, C, carries 0.07


(4)
The following is a quantum chemistry calculation of C31H39Cl5N2OPRbS2 as an isolated structure in a non-equilibrium geometry, from the OMol25 dataset.

```
82
Properties=species:S:1:pos:R:3:forces:R:3
Rb 0.182692 -0.308942 0.664969 0.7 1.3 0.3
C 2.755961 -0.120403 -1.938044 -0.1 0.0 0.0
N 2.599567 1.013115 -1.027207 -0.1 0.1 0.0
C 1.806897 2.053354 -1.662953 0.0 -0.1 0.1
C 1.381786 3.200366 -0.744014 -0.1 -0.1 0.0
N 0.155214 2.965369 0.011496 0.1 0.1 -0.1
C -1.005843 2.898515 -0.869740 0.0 0.1 0.0
C -0.076650 3.902708 1.077420 0.0 -0.1 0.0
C 0.594225 5.128171 1.101296 0.0 -0.1 0.0
C 0.402978 6.057973 2.115520 -0.1 -0.1 0.0
C -0.500491 5.763533 3.125851 0.0 -0.1 0.0
C -1.184115 4.557553 3.106857 0.0 0.0 0.0
C -1.007396 3.582740 2.107417 0.1 0.1 0.0
S -1.914006 2.090177 2.211651 0.1 -0.1 0.0
C 3.848265 1.418366 -0.458425 0.1 0.0 0.0
C 4.459511 2.606707 -0.858249 0.0 0.0 0.0
C 5.669968 3.033558 -0.325477 0.0 0.0 0.0
C 6.293421 2.236302 0.623152 -0.1 -0.1 0.0
C 5.702309 1.045975 1.020997 -0.1 0.0 -0.1
C 4.467163 0.587215 0.518884 0.0 0.0 0.0
S 3.798885 -0.920902 1.093864 -0.1 0.2 0.0
H 3.193294 0.206210 -2.897592 0.0 0.0 0.0
H 1.783929 -0.582505 -2.135659 0.0 0.0 0.0
H 3.394821 -0.870483 -1.478501 0.0 0.0 0.0
H 0.926533 1.560435 -2.080130 0.0 0.0 0.0
H 2.333229 2.484724 -2.531541 0.0 0.0 -0.1
H 1.282508 4.098690 -1.378939 0.0 0.1 0.0
H 2.180625 3.392635 -0.031581 0.0 0.0 0.0
H -0.930078 2.048931 -1.546694 0.0 0.0 0.0
H -1.099636 3.821238 -1.473205 0.0 0.0 0.0
H -1.902686 2.761866 -0.267202 0.0 0.0 0.0
H 1.299716 5.371614 0.318898 0.0 0.0 0.0
H 0.954606 6.990459 2.109278 0.0 0.0 0.0
H -0.666947 6.466691 3.935092 0.0 0.0 0.0
H -1.881466 4.317161 3.900217 0.0 0.0 0.0
H 3.983152 3.237198 -1.598628 0.0 0.0 0.0
H 6.102347 3.974467 -0.646061 0.0 0.0 0.0
H 7.236446 2.545232 1.062981 0.0 0.0 0.0
H 6.178943 0.423860 1.768442 0.0 0.0 0.0
Cl -0.848451 -7.865676 0.775565 0.0 0.0 0.0
C -0.694475 -6.208742 0.285447 0.0 0.0 0.0
C -1.144656 -5.176131 1.108596 0.0 0.1 0.0
Cl -1.870001 -5.567362 2.634876 0.0 0.0 0.0
C -1.024195 -3.851721 0.721464 0.0 -0.1 0.0
Cl -1.600367 -2.564194 1.740764 -0.3 -0.5 0.1
C -0.435431 -3.452607 -0.524754 0.1 0.0 0.0
O -0.339932 -2.253325 -0.884640 -0.1 -0.8 -0.3
C 0.000749 -4.552497 -1.335719 0.0 0.0 -0.1
Cl 0.665635 -4.130584 -2.877369 0.0 0.0 0.1
C -0.122526 -5.872412 -0.945775 0.0 0.0 0.0
Cl 0.428181 -7.137543 -1.996998 0.0 0.0 0.0
C -3.919988 -1.772996 -4.367784 0.0 -0.1 0.0
C -3.026716 -1.671767 -3.130413 0.0 0.0 0.0
C -3.245209 -2.856178 -2.184379 -0.1 0.0 0.0
P -2.990302 -0.129093 -2.089550 0.1 0.0 0.1
C -4.600940 -0.102647 -1.156910 0.0 0.1 -0.1
C -5.912295 -0.448228 -1.866694 0.0 0.0 0.1
C -4.692606 1.240911 -0.424172 0.0 0.0 0.0
C -3.078029 1.296993 -3.286346 0.0 0.0 0.0
C -4.332797 1.562624 -4.122992 0.1 0.1 0.0
C -1.824662 1.239627 -4.169783 0.0 0.0 0.0
H -3.819012 -2.773505 -4.803613 0.0 0.0 0.0
H -3.634397 -1.054097 -5.135752 0.0 0.0 0.0
H -4.975675 -1.617637 -4.138657 0.0 0.0 0.0
H -1.985121 -1.737591 -3.465007 0.0 0.0 0.0
H -4.273926 -2.894753 -1.815397 0.0 0.0 0.0
H -2.576538 -2.791042 -1.327141 -0.1 0.0 -0.1
H -3.040170 -3.798492 -2.702025 0.0 0.0 0.0
H -4.427390 -0.869967 -0.395592 0.0 0.0 0.1
H -6.109541 0.206792 -2.715429 0.0 0.0 0.0
H -6.746176 -0.337044 -1.163094 0.0 0.0 0.0
H -5.924361 -1.478042 -2.225913 0.0 0.0 0.0
H -4.788527 2.074175 -1.127244 0.0 0.0 0.0
H -3.818573 1.434291 0.203854 0.0 0.0 0.0
H -5.575401 1.257511 0.221781 0.0 0.0 0.0
H -2.953756 2.154204 -2.618223 0.0 0.0 0.0
H -4.630301 0.700267 -4.720005 0.0 0.1 0.0
H -4.140466 2.393623 -4.812178 0.0 0.0 0.0
H -5.177777 1.849695 -3.496677 0.0 0.0 0.0
H -1.930725 0.486522 -4.955088 0.0 0.0 0.0
H -0.931392 0.985978 -3.592072 -0.1 0.0 0.0
H -1.649144 2.204072 -4.654480 0.0 0.0 0.0
```
Forces are in eV/Å.

Results
- frontier orbital gap (eV) = 5.31
- LUMO level (eV) = 3.782
- net charge = -2
- relative energy (zero: lowest compared OMol25 entry of this formula, charge and spin) (kcal per mole) = 10.5

Atom charges from the Mulliken analysis, given in e for atoms 1 to 5: number 1, Rb, carries 0.78; number 2, C, carries -0.92; number 3, N, carries 0.65; number 4, C, carries 0.13; number 5, C, carries -1.51


(5)
The following is a quantum chemistry calculation of a 2-piece molecular cluster, C4H12N2 overall in a non-equilibrium geometry, from the OMol25 dataset.

```
18
Properties=species:S:1:pos:R:3:forces:R:3
C -0.525870 0.705683 -1.263010 -0.5 -0.7 0.8
C -1.330191 -0.580167 -0.979408 0.5 -0.3 -0.8
C -2.682365 -0.601504 -1.685548 -0.3 -0.1 0.1
H -0.759393 1.515060 -0.570596 -0.3 0.1 -0.2
H 0.512351 0.465358 -1.086665 0.5 0.2 -0.3
H -0.730816 0.996788 -2.289903 0.3 0.2 -0.1
H -0.712080 -1.375059 -1.411320 -0.2 -0.2 0.1
H -1.402938 -0.844919 0.073100 -0.1 0.4 0.2
H -3.402614 -1.272827 -1.215137 0.0 0.1 0.2
H -2.619925 -0.981254 -2.706262 0.3 0.2 -0.1
H -3.108076 0.402529 -1.726583 -0.2 -0.1 0.0
N 1.658913 0.528936 2.825979 0.6 0.2 -2.0
C 2.694193 0.047450 2.067649 0.1 0.2 0.1
N 2.907427 0.480794 0.895269 -0.3 0.3 0.0
H 1.542733 0.201928 3.732301 -0.6 -0.6 1.4
H 0.911946 0.933099 2.287605 -0.2 0.2 0.4
H 3.300606 -0.718277 2.555811 0.1 0.1 0.2
H 3.746097 0.096380 0.496719 0.2 -0.4 -0.2
```
Forces are in eV/Å.

Results
- SMILES = [H]/N=C/N.CCC
- frontier orbital gap (eV) = 10.34
- LUMO level (eV) = 0.990
- relative energy (zero: lowest compared OMol25 entry of this formula, charge and spin) (kcal per mole) = 13.8

Atom charges from the natural (NBO) analysis, given in e for atoms 1 to 5: number 1, C, carries -0.61; number 2, C, carries -0.40; number 3, C, carries -0.61; number 4, H, carries 0.20; number 5, H, carries 0.22